(1)
{
  "formula": "C2H2N2O4",
  "method": "ωB97M-V with the def2-TZVPD basis set",
  "symbols": ["O", "O", "O", "O", "N", "N", "C", "C", "H", "H"],
  "positions_angstrom": [[-2.8140, 0.5420, 0.9213], [-1.3700, -0.7490, -0.3376], [1.3378, -0.9884, 0.4601], [1.0190, 0.4025, -1.3338], [1.2019, 1.3331, 0.8198], [-0.0215, 1.2884, 1.0026], [-1.9430, 0.0179, 0.3604], [1.0692, 0.1959, -0.0384], [0.9201, -1.7172, -0.0298], [0.6004, -0.3252, -1.8247]],
  "charge": 0,
  "orbital_gap_ev": 8.17,
  "lumo_ev": 0.0,
  "de_lowest_kj_mol": 164.97
}



(2)
{
  "formula": "C3H10S2",
  "method": "ωB97M-V with the def2-TZVPD basis set",
  "symbols": ["S", "S", "C", "C", "C", "H", "H", "H", "H", "H", "H", "H", "H", "H", "H"],
  "positions_angstrom": [[-0.9709, -0.6397, -0.1892], [3.1404, -0.6518, -0.3544], [2.5833, 0.6831, -1.4842], [-0.7333, -0.1547, 1.5334], [-2.7660, -0.5190, -0.2861], [-3.0346, -0.9338, -1.2289], [-1.7038, -0.2740, 2.0257], [-3.1947, -1.1841, 0.4593], [2.4474, 1.5264, -0.7983], [-0.4535, 0.8861, 1.6474], [1.5942, 0.5449, -1.9081], [-3.1565, 0.4906, -0.1995], [2.8892, 0.0142, 0.7757], [-0.0612, -0.7921, 2.0986], [3.4201, 1.0039, -2.0914]],
  "charge": 0,
  "orbital_gap_ev": 9.47,
  "lumo_ev": 0.9,
  "de_lowest_kj_mol": 65.85,
  "smiles": "CSC.CS"
}



(3)
{
  "formula": "C2H9NS2",
  "method": "ωB97M-V with the def2-TZVPD basis set",
  "symbols": ["S", "S", "N", "C", "C", "H", "H", "H", "H", "H", "H", "H", "H", "H"],
  "positions_angstrom": [[-1.3945, 2.9849, 1.4744], [0.6518, 2.3459, 1.8071], [-0.5818, -1.0963, -0.6827], [0.2962, -0.1532, -1.4857], [0.2262, -1.7218, 0.3175], [0.5198, 0.7398, -0.8411], [1.1878, -0.6260, -1.8719], [0.7096, 1.9488, 0.5582], [-0.2603, 0.3571, -2.2763], [0.9807, -1.1119, 0.8848], [-1.6628, 1.6590, 1.2896], [-1.1954, -0.4698, -0.1365], [-0.2829, -2.2734, 1.1175], [0.8056, -2.5832, -0.1549]],
  "charge": 0,
  "orbital_gap_ev": 9.18,
  "lumo_ev": -0.2,
  "de_lowest_kj_mol": 141.40,
  "smiles": "CNC.SS"
}



(4)
{
  "formula": "C2H4BNO2",
  "method": "ωB97M-V with the def2-TZVPD basis set",
  "symbols": ["O", "O", "N", "C", "C", "B", "H", "H", "H", "H"],
  "positions_angstrom": [[0.5340, -1.3408, -0.6911], [1.7834, 0.0779, 0.6237], [-2.7481, 0.1433, -1.4177], [-0.5828, 0.8998, -0.1925], [-1.7374, 0.5087, -0.9033], [0.5585, -0.2088, 0.0211], [-0.6426, 1.8591, 0.2712], [-0.3000, -0.6839, 1.7373], [1.7341, 0.5108, 1.3994], [1.4009, -1.7660, -0.8480]],
  "charge": 0,
  "orbital_gap_ev": [7.95, 9.01],
  "lumo_ev": [-1.9, -1.9],
  "de_lowest_kj_mol": 416.01
}



(5)
{
  "formula": "C19H21Cl2N3O4S",
  "method": "ωB97M-V with the def2-TZVPD basis set",
  "symbols": ["Cl", "Cl", "S", "O", "O", "O", "O", "N", "N", "N", "C", "C", "C", "C", "C", "C", "C", "C", "C", "C", "C", "C", "C", "C", "C", "C", "C", "C", "C", "H", "H", "H", "H", "H", "H", "H", "H", "H", "H", "H", "H", "H", "H", "H", "H", "H", "H", "H", "H", "H"],
  "positions_angstrom": [[0.9727, 1.7417, 4.0590], [3.3290, 2.8111, 2.3693], [-0.5180, -2.8466, -2.7447], [-1.6626, -3.2002, -3.5323], [1.2733, -0.9598, 1.7691], [-0.4389, -1.0128, 3.0727], [0.3302, -3.8770, -2.2284], [-2.5429, 0.4725, 1.7941], [0.4209, -1.8562, -3.6726], [0.0735, -0.9516, 1.9695], [-2.4270, -1.4085, -1.3491], [-3.9582, 0.7207, 1.9407], [-2.8975, -0.6770, -0.2870], [-1.1213, -1.8828, -1.3534], [-0.5144, 1.8792, 1.7923], [0.3750, 2.7322, -0.2838], [-0.6768, 2.2272, 0.4557], [-1.6734, 1.3211, 2.5826], [-0.7885, -0.9422, 0.8315], [-0.3179, -1.6658, -0.2638], [1.3335, 0.8627, -3.4568], [-2.0872, -0.3725, 0.8329], [1.6184, 2.8963, 0.2985], [0.7288, 2.0857, 2.3899], [1.7811, -1.5879, -3.2734], [1.9348, -0.2324, -2.5795], [-0.1348, 0.5436, -3.7303], [1.7925, 2.5815, 1.6362], [-0.2316, -0.8157, -4.4262], [-2.2740, 2.1608, 2.9444], [-1.2950, 0.7787, 3.4602], [0.6678, -2.1030, -0.2194], [-0.5832, 1.3079, -4.3670], [-1.2664, -1.1304, -4.5619], [-4.5243, -0.1842, 1.7282], [2.4061, -1.6074, -4.1746], [1.4259, -0.2404, -1.6138], [1.4307, 1.8317, -2.9654], [-0.6843, 0.5144, -2.7859], [-4.3080, 1.5285, 1.2886], [-3.0543, -1.6279, -2.1984], [2.0831, -2.4103, -2.6253], [1.8747, 0.9096, -4.4046], [-3.9043, -0.2974, -0.3308], [-4.1571, 0.9996, 2.9744], [0.2462, -0.7551, -5.4114], [2.4528, 3.2753, -0.2689], [-1.6421, 2.1024, -0.0107], [0.2222, 3.0026, -1.3165], [2.9934, -0.0416, -2.4007]],
  "charge": 0,
  "orbital_gap_ev": 8.09,
  "lumo_ev": -0.5,
  "smiles": "CN(Cc1cccc(Cl)c1Cl)c1ccc(S(=O)(=O)N2CCCCC2)cc1[N+](=O)[O-]"
}



(6)
{
  "formula": "C4H17NO5S2",
  "method": "ωB97M-V with the def2-TZVPD basis set",
  "symbols": ["S", "S", "O", "O", "O", "O", "O", "N", "C", "C", "C", "C", "H", "H", "H", "H", "H", "H", "H", "H", "H", "H", "H", "H", "H", "H", "H", "H", "H"],
  "positions_angstrom": [[3.0177, -1.4578, 2.8740], [1.9659, 0.2153, 2.4462], [-1.5641, -3.5735, 0.8707], [0.5722, 0.0596, -2.1039], [-2.0679, 1.0928, -1.1261], [0.5012, 4.0307, -1.7044], [-1.7813, 3.9028, 0.3227], [-1.1770, -1.2486, 0.7159], [0.7856, -0.1234, 1.0957], [0.8348, -2.4410, -0.0165], [0.2535, -1.5036, 1.0593], [-1.9973, -2.4389, 0.5803], [0.6142, -0.0163, -3.0879], [-1.1975, 3.1630, 0.3671], [0.0575, 0.5674, 1.5799], [1.6731, -3.0117, 0.5743], [1.1233, 0.3120, 0.1445], [-3.0236, -2.2603, 0.2678], [-1.3001, 4.6339, -0.1321], [-1.5006, 1.6420, -1.6775], [4.0185, -1.6356, 2.0807], [0.3680, -1.9717, 2.0544], [-1.1897, -0.6084, -0.0907], [-2.6981, 1.5980, -0.6935], [0.1766, -3.1336, -0.4314], [1.4753, -1.9096, -0.7281], [1.0454, 3.4879, -1.1094], [0.6211, 3.4614, -2.3978], [0.3934, -0.8326, -1.7343]],
  "charge": 0,
  "orbital_gap_ev": 9.01,
  "lumo_ev": -0.1,
  "de_lowest_kj_mol": 221.52,
  "smiles": "C[C@@H](CSS)NC=O.O.O.O.O"
}



(7)
{
  "formula": "C30H26BrNO3",
  "method": "ωB97M-V with the def2-TZVPD basis set",
  "symbols": ["Br", "O", "O", "O", "N", "C", "C", "C", "C", "C", "C", "C", "C", "C", "C", "C", "C", "C", "C", "C", "C", "C", "C", "C", "C", "C", "C", "C", "C", "C", "C", "C", "C", "C", "C", "H", "H", "H", "H", "H", "H", "H", "H", "H", "H", "H", "H", "H", "H", "H", "H", "H", "H", "H", "H", "H", "H", "H", "H", "H", "H"],
  "positions_angstrom": [[-1.2317, 2.1729, -0.8289], [2.8037, -2.9070, -0.5519], [-1.9891, -2.1158, -1.1919], [-3.6275, 2.5510, 0.6942], [0.3738, -2.8126, -1.0394], [3.5734, -0.6623, 1.7261], [-0.2240, 0.8359, 2.3501], [-4.4094, 6.0932, 2.3233], [-0.8385, -2.0373, -0.6765], [-1.0286, -0.0033, 1.3295], [-2.3242, -5.1168, -2.0403], [-4.3378, 8.3528, 1.4865], [5.7987, -0.2257, 0.0881], [-1.2896, -7.2230, -2.5944], [-4.0054, 5.6187, 1.0784], [-2.7202, 1.7355, 0.4496], [-3.9392, 7.8786, 0.2401], [-0.3141, -1.0631, 0.4655], [3.4879, 0.8402, -0.6337], [-2.5023, -7.8728, -2.3868], [6.7615, -1.0569, 1.0900], [5.6697, 1.1874, -2.2475], [-3.7690, 6.5122, 0.0379], [-2.6101, 0.2658, 1.1460], [4.2774, -0.0259, 0.4130], [-1.2000, -5.8450, -2.4187], [6.4809, 0.3486, -1.1979], [1.3018, 0.6206, 2.5062], [-3.6274, -7.1449, -2.0120], [-4.5707, 7.4602, 2.5281], [1.2122, -1.2985, 0.6063], [4.1759, 1.4264, -1.9193], [-3.5391, -5.7662, -1.8416], [1.9975, -0.4448, 1.6270], [1.6565, -2.4446, -0.4031], [-0.2534, -5.3388, -2.5769], [-3.0001, -0.5327, 0.4314], [6.1300, 1.6056, -3.2008], [-3.7600, 8.5741, -0.5729], [7.7451, -0.4601, 1.1359], [3.9625, -0.1159, 2.6657], [-4.4669, 9.4183, 1.6455], [6.9237, -2.0771, 0.6090], [-2.2538, -4.0415, -1.9006], [3.5316, 2.0594, -2.6344], [-4.5976, 5.3971, 3.1340], [-3.4525, 6.1427, -0.9323], [1.9011, 1.2482, 3.2447], [-4.4171, -5.1980, -1.5531], [-0.7425, 1.6355, 2.9716], [6.2686, -1.0926, 2.1160], [-3.1418, 0.2707, 2.1662], [3.8409, -1.7773, 1.8373], [-2.5709, -8.9480, -2.5180], [-4.8791, 7.8304, 3.5006], [-3.8748, 4.5526, 0.9196], [7.5953, 0.1361, -1.3929], [-0.4139, -7.7901, -2.8919], [2.3829, 1.0925, -0.5144], [-4.5735, -7.6516, -1.8524], [0.6430, -2.7729, -2.0395]],
  "charge": 0,
  "orbital_gap_ev": 7.14,
  "lumo_ev": -1.5,
  "de_lowest_kj_mol": 0.00,
  "smiles": "Cc1ccccc1Cc1ccc(CC(=O)Br)c2c1C(=O)NC2=O.c1ccccc1.c1ccccc1"
}



Number 1: total energy -13273.46629 eV. Number 2: total energy -24943.01405 eV. Number 3: total energy -25379.24849 eV. Number 4: total energy -8398.32584 eV. Number 5: total energy -68581.37196 eV. Number 6: total energy -37820.71672 eV. Number 7: total energy -109198.63437 eV.